A structure of composition C42H44BN8O3S8W at a distorted geometry, computed with ωB97M-V/def2-TZVPD.

```
107
Properties=species:S:1:pos:R:3:forces:R:3:mulliken_charge:R:1
W -0.873054 0.115456 -0.781849 0.99 1.32 0.59 1.4600
C -1.081571 3.554371 0.737163 0.09 0.01 -0.10 0.3529
C -0.217594 3.290405 -0.447794 -0.06 0.02 0.10 0.2713
C 0.426261 4.215101 -1.258885 0.03 0.00 0.01 -1.8036
C 1.050575 3.484977 -2.267998 0.00 0.32 0.09 0.8921
C 1.839070 3.990300 -3.427015 0.07 -0.07 0.01 -1.2592
N 0.800813 2.198683 -2.046439 -0.31 -0.26 -0.09 0.5906
N 0.029167 2.056661 -0.924080 -0.13 -0.08 -0.36 0.7942
B 1.075569 0.866739 -2.789443 0.39 0.02 0.14 -0.7728
N 1.880426 -0.023510 -1.841386 0.12 -0.05 -0.21 0.1448
N 1.228165 -0.706761 -0.847977 -0.09 0.51 -0.22 0.4524
C 2.036679 -1.708970 -0.481309 -0.06 -0.16 0.16 0.2399
C 1.652799 -2.837794 0.411411 0.07 0.07 -0.12 -0.7699
C 3.241152 -1.609475 -1.175074 0.08 0.02 -0.01 -1.6584
C 3.102510 -0.540019 -2.037727 0.07 -0.15 0.05 0.8372
C 4.067182 0.004334 -3.037452 -0.16 -0.02 0.00 -1.5353
N -0.368017 0.240204 -2.883019 0.44 -0.79 -0.41 0.8430
N -0.777014 -1.033105 -2.370063 -0.72 0.17 -0.66 -0.6080
C -2.163565 -1.243524 -2.883821 -0.63 -0.15 -0.20 1.2640
C -2.474946 -2.707444 -3.151591 0.25 0.11 0.01 -1.7022
C -2.192452 -0.374225 -4.105326 0.17 -0.16 0.25 -1.7965
C -1.202107 0.501610 -4.036993 -0.11 0.18 -0.19 0.8690
C -0.901967 1.638554 -4.946044 0.03 0.07 0.22 -1.5794
H -1.516316 4.548860 0.653735 0.01 0.01 0.01 0.5517
H -0.492557 3.516122 1.656932 -0.02 -0.07 0.01 -0.1697
H -1.883399 2.822573 0.789288 -0.08 0.02 0.04 -0.8247
H 0.418970 5.286668 -1.144969 0.01 -0.04 0.00 0.5915
H 1.888127 5.075362 -3.381528 0.02 0.00 -0.02 0.4028
H 1.377818 3.705538 -4.373353 0.01 -0.02 0.02 0.2300
H 2.857343 3.599243 -3.419181 -0.03 -0.01 0.00 0.2367
H 1.640125 1.044298 -3.824852 -0.04 -0.01 0.02 -0.1224
H 0.669545 -2.691429 0.834439 0.03 0.01 0.05 -0.4496
H 2.380823 -2.965293 1.212676 -0.04 0.00 0.04 0.3851
H 1.646754 -3.756465 -0.178790 -0.03 0.00 0.01 0.4560
H 4.098709 -2.255914 -1.075274 -0.06 0.03 0.01 0.5866
H 5.046069 -0.444864 -2.887716 -0.01 0.02 0.02 0.4368
H 4.152775 1.087089 -2.942250 0.05 -0.03 -0.02 0.2711
H 3.737243 -0.219839 -4.053172 0.03 0.02 0.01 0.2757
H -2.350341 -3.300289 -2.249984 -0.06 -0.03 0.00 0.2343
H -1.785570 -3.065026 -3.917034 -0.03 -0.04 0.01 0.4994
H -3.494931 -2.813999 -3.517132 0.02 -0.03 0.00 0.4113
H -2.996068 -0.399495 -4.826753 0.10 0.08 -0.01 0.4481
H -1.684047 1.709094 -5.697922 0.01 -0.01 -0.02 0.4826
H 0.060317 1.511555 -5.442348 -0.01 0.03 -0.01 0.2685
H -0.882493 2.575856 -4.381900 0.00 -0.01 -0.04 0.1960
C -1.482294 -3.613111 1.489675 0.27 -0.05 -0.04 -1.6925
C -1.808767 -2.207706 1.129094 -0.56 0.25 0.13 0.0621
N -1.902939 -1.925643 -0.148268 0.09 -0.64 -0.52 -0.3046
N -2.614269 -0.751081 -0.407335 0.06 0.22 -0.06 -0.0806
C -3.109174 -0.559131 -1.764644 -1.09 0.08 -0.59 1.1539
S -2.783121 1.283034 -1.765925 0.52 -0.88 0.67 -0.2485
S -4.847814 -1.025279 -2.000035 0.05 -0.16 0.05 -0.1615
C -5.615344 -0.465121 -0.431812 0.22 0.15 -0.33 -0.6512
C -5.742849 1.027213 -0.291111 0.09 -0.05 -0.04 0.2508
C -6.578776 1.753006 -1.134705 0.02 0.02 0.04 -0.3627
C -6.674636 3.130798 -1.010930 0.00 -0.03 0.01 -0.7419
C -5.934233 3.797373 -0.041338 0.05 -0.01 -0.06 -0.6409
C -5.086900 3.080799 0.791123 -0.01 -0.02 0.01 -0.4716
C -4.988457 1.702215 0.661132 -0.11 0.00 0.08 0.3742
C -2.186575 -1.257762 2.169393 0.00 0.11 -0.06 0.7257
C -2.922338 -1.660962 3.289361 0.02 -0.11 0.06 -0.8365
C -3.293244 -0.754225 4.259291 -0.05 0.02 0.05 -1.1976
C -2.909551 0.580145 4.137048 -0.01 -0.09 -0.08 -0.8815
C -2.144086 0.990806 3.061885 0.06 0.22 0.11 -0.4283
C -1.779527 0.086120 2.074731 0.02 -0.33 -0.10 0.6565
O -0.966604 0.492945 1.079788 -0.22 0.19 0.94 0.0249
H -1.071392 -4.143206 0.633377 -0.03 0.01 0.01 0.3940
H -2.420649 -4.104850 1.763932 -0.01 0.02 0.01 0.5904
H -0.812242 -3.679004 2.347016 -0.02 0.00 0.01 0.3065
H -5.035476 -0.889624 0.384546 -0.09 -0.04 0.07 0.0040
H -6.590776 -0.949829 -0.476570 0.00 -0.01 0.10 0.6512
H -7.145445 1.234146 -1.900290 -0.01 0.03 0.03 0.4151
H -7.329993 3.686084 -1.669792 0.01 0.00 0.02 0.4168
H -6.011952 4.872563 0.056477 -0.01 -0.01 0.01 0.4116
H -4.502448 3.598350 1.543096 -0.01 -0.01 0.00 0.4600
H -4.311070 1.140437 1.295633 -0.04 0.00 0.01 0.1330
H -3.234895 -2.694488 3.379791 0.03 0.04 -0.01 0.4650
H -3.881481 -1.080687 5.106594 0.00 0.03 -0.03 0.4619
H -3.212525 1.301468 4.885459 0.04 -0.01 0.00 0.5368
H -1.812971 2.016642 2.972995 0.01 -0.02 0.02 0.5274
O 0.476764 5.374767 7.123892 -0.08 0.12 0.02 -0.4724
C 0.986559 5.606463 5.898180 0.09 -0.20 0.01 0.5199
O 1.167036 6.725480 5.517402 0.01 0.06 0.03 -0.5324
C 1.302954 4.411388 5.042809 -0.07 0.01 0.03 1.0240
C 2.146402 4.619412 3.954976 0.02 0.03 -0.05 -0.6836
C 2.384938 3.605467 3.046919 0.00 -0.03 -0.03 -1.2192
C 1.779326 2.361282 3.222780 0.00 -0.06 -0.01 1.2039
S 2.036154 1.199724 1.902323 0.11 0.00 0.04 -0.0359
C 0.992159 2.121745 4.337752 -0.04 0.02 0.10 -1.0689
C 0.749392 3.151191 5.237520 0.00 0.01 -0.05 -0.8616
H 0.427232 4.434539 7.323595 0.09 -0.05 -0.02 0.3010
H 2.604378 5.592814 3.837865 -0.07 0.00 -0.06 0.4534
H 3.027510 3.773837 2.188891 -0.01 0.03 0.06 0.5483
H 0.550053 1.147946 4.504533 -0.02 0.01 -0.07 0.4148
H 0.082000 2.948347 6.068127 0.02 0.00 0.00 0.1949
C 5.671304 0.516192 4.524985 -0.17 -0.05 -0.12 -0.9762
S 4.865424 -0.212269 3.069498 0.09 -0.01 0.03 0.0991
C 3.704739 -1.283341 3.832623 -0.16 -0.02 0.00 0.5212
C 2.394065 -1.406857 3.555491 -0.02 0.17 0.05 -0.7987
S 1.218929 -0.535652 2.540351 0.41 0.11 0.30 0.3421
S 1.533449 -2.694234 4.383263 0.01 0.02 0.05 0.1470
C 2.872843 -3.308776 5.316405 0.01 0.02 -0.02 -0.0108
S 2.739277 -4.552460 6.347483 -0.01 -0.07 0.04 -0.1757
S 4.336751 -2.435473 5.007018 -0.03 0.00 -0.11 -0.1620
H 6.488682 1.117264 4.131690 0.01 -0.01 0.04 0.3693
H 6.066374 -0.256456 5.178420 0.08 0.05 0.02 0.3708
H 4.970201 1.152348 5.060562 0.03 0.00 0.03 0.2417
```
Positions in Å, forces in eV/Å.

Calculated values
- F_max (eV/Å) = 1.8
- energy (eV) = -151512.2129
- relative energy (zero: lowest compared OMol25 entry of this formula, charge and spin) (kcal/mol) = 47.5
- net charge = +1
- orbital gap (eV) = 6.00
- lowest unoccupied orbital energy (eV) = -4.169
- E_HOMO (eV) = -10.16